No. 1
Molecular formula: C4H11N3O2
Method: DFT, the ωB97M-V functional and the def2-TZVPD basis

The geometry in XYZ format:
```
20
Properties=species:S:1:pos:R:3:forces:R:3:mulliken_charge:R:1
C 2.86432 -1.33797 -0.18695 -0.04 -0.97 0.36 -0.649
O 2.89491 0.05638 0.02137 -0.40 0.34 -0.07 -0.358
C 1.69317 0.49485 0.54374 0.28 1.13 -0.11 -0.124
O 0.66187 0.40237 -0.45463 0.74 0.29 0.83 -0.301
N -0.47992 0.82652 0.27653 -0.99 -1.52 -0.08 -0.005
C -0.91823 2.10072 -0.24859 -0.71 -0.31 0.62 -0.911
C -1.35314 -0.29762 0.15201 -0.38 -0.41 -0.20 -0.051
N -2.62012 -0.16011 0.12877 1.13 0.25 0.03 -0.127
N -3.42257 -1.29006 0.09622 0.08 -0.27 -0.17 -0.594
H 2.02041 -1.67670 -0.77749 -0.27 0.32 -0.42 0.268
H 3.76538 -1.62754 -0.72282 0.10 0.07 0.25 0.283
H 2.74819 -1.91440 0.75886 0.47 0.48 -0.22 0.278
H 1.45058 -0.05006 1.44755 -0.48 -0.66 0.10 0.311
H 1.69769 1.56155 0.86099 0.74 -0.52 -0.40 0.272
H -0.11115 2.76405 -0.11773 0.93 1.03 0.44 0.327
H -1.03899 2.02043 -1.29932 -0.69 -0.03 -1.15 0.349
H -1.81446 2.48808 0.27091 0.48 -0.49 -0.33 0.316
H -0.74749 -1.26647 0.03684 -1.14 1.24 0.33 0.219
H -4.29815 -1.04863 -0.35302 0.14 0.07 0.13 0.259
H -2.99232 -2.04541 -0.43327 -0.01 -0.04 0.08 0.239
```
Forces are in eV/Å.

Summary:
relative energy (zero: lowest compared OMol25 entry of this formula, charge and spin): 115.40 kcal per mole
orbital gap: 9.3 eV
energy: -473.6189 Ha
structure (SMILES): COCON(C)/C=N/N
HOMO energy: -8.4 eV


No. 2
Molecular formula: CF3NOS
Method: DFT, the ωB97M-V functional and the def2-TZVPD basis

The geometry in XYZ format:
```
7
Properties=species:S:1:pos:R:3:forces:R:3:mulliken_charge:R:1
C -0.95131 -0.01541 -0.28000 -1.80 -1.67 -0.26 0.703
N -0.19937 1.03462 -0.20115 3.48 2.53 0.67 -0.388
O -0.86001 -1.19400 -0.17143 0.23 -0.25 0.10 -0.476
F -2.21398 0.57504 -0.59918 1.06 -0.36 0.24 -0.249
F 2.41762 -0.55228 -0.55238 -0.20 1.21 0.57 -0.136
F 1.81677 -0.23202 1.69430 0.16 0.93 -0.77 -0.134
S 1.93068 0.65525 0.37546 -2.94 -2.38 -0.55 0.680
```
Forces are in eV/Å.

Summary:
relative energy (zero: lowest compared OMol25 entry of this formula, charge and spin): 70.12 kcal per mole
orbital gap: 8.7 eV
energy: -865.7406 Ha
HOMO energy: -10.7 eV


No. 3
Molecular formula: C5H7AlF3O6S
Method: DFT, the ωB97M-V functional and the def2-TZVPD basis

The geometry in XYZ format:
```
23
Properties=species:S:1:pos:R:3:forces:R:3:mulliken_charge:R:1
Al -1.31057 -1.20113 -1.69790 -0.61 -0.12 0.30 1.193
C -2.88242 -1.86793 3.37593 0.47 -0.07 0.10 0.665
F -2.19506 -2.99094 3.20747 -0.16 0.02 -0.51 -0.201
F -3.73948 -2.05701 4.35514 -0.22 0.33 -0.03 -0.183
F -2.02344 -0.90519 3.68470 -0.32 0.16 -0.23 -0.192
S -3.86607 -1.44584 1.81104 -0.12 0.87 0.66 1.094
O -4.86805 -2.48145 1.80418 -0.03 -0.54 -0.58 -0.422
O -4.45875 -0.13168 1.95561 0.69 -0.46 -0.09 -0.456
O -2.93342 -1.55956 0.67326 0.13 -0.41 -0.15 -0.490
O -3.81643 -2.06202 -2.41590 0.63 0.35 1.15 -0.330
H -4.53429 -2.26845 -3.04381 0.36 0.06 -0.40 0.298
O 1.37384 -0.42190 -1.06785 -0.69 -0.61 -0.08 -0.649
C 2.23144 0.43558 -0.99546 0.01 1.13 -0.60 0.502
O 2.59104 0.97324 0.14661 -0.16 -0.02 0.41 -0.331
C 3.49759 2.10929 -0.01493 0.49 -1.14 -0.62 -0.379
C 3.48328 2.42069 -1.52323 -1.59 0.24 0.07 -0.523
C 2.90993 1.14673 -2.16986 0.27 -0.66 1.15 -0.341
H 4.47312 1.73084 0.28469 0.03 0.29 0.31 0.266
H 3.11881 2.87817 0.64785 0.18 0.14 -0.09 0.307
H 4.42025 2.77760 -1.93540 0.06 -0.10 0.10 0.373
H 2.70768 3.17658 -1.66230 0.33 0.33 -0.17 0.242
H 3.70250 0.48150 -2.51519 -0.14 -0.04 -0.34 0.278
H 2.11850 1.26288 -2.90468 0.40 0.24 -0.37 0.281
```
Forces are in eV/Å.

Summary:
relative energy (zero: lowest compared OMol25 entry of this formula, charge and spin): 11.81 kcal per mole
orbital gap: 3.6 eV
energy: -1585.8532 Ha
total charge: +1
HOMO energy: -13.9 eV


No. 4
Molecular formula: C3H3BiO2
Method: DFT, the ωB97M-V functional and the def2-TZVPD basis

The geometry in XYZ format:
```
9
Properties=species:S:1:pos:R:3:forces:R:3:mulliken_charge:R:1
H -0.44052 -1.87874 -1.12116 -0.17 0.45 -0.14 0.275
O 0.09469 0.63614 -0.39649 0.39 1.57 0.95 -0.094
O 2.10999 0.99241 0.29682 1.13 0.01 -0.18 -0.309
C -1.22794 -1.33208 -0.59270 1.34 -1.75 4.28 -0.624
C -0.93378 -0.16094 0.01482 -0.71 0.90 -3.66 0.010
C 1.38857 0.11798 -0.21891 -0.90 -0.87 -0.17 -0.247
H -1.80605 0.40238 0.38369 0.92 -0.19 1.13 0.340
H -1.30638 -1.73231 0.55787 -1.69 -0.63 -2.29 0.201
Bi 2.12143 2.95515 1.07606 -0.30 0.51 0.09 0.448
```
Forces are in eV/Å.

Summary:
relative energy (zero: lowest compared OMol25 entry of this formula, charge and spin): 60.77 kcal per mole
orbital gap (spin up / spin down): 6.4 / 6.4 eV
energy: -480.9580 Ha
HOMO energy (spin up / spin down): -8.3 / -8.3 eV


No. 5
Molecular formula: C4H3AgO2
Method: DFT, the ωB97M-V functional and the def2-TZVPD basis

The geometry in XYZ format:
```
10
Properties=species:S:1:pos:R:3:forces:R:3:mulliken_spin:R:1
O -2.53377 0.34036 0.36446 1.95 -2.81 2.61 0.118
C -1.39017 -0.28771 0.59120 -0.34 0.91 0.58 0.340
C -0.16989 0.03308 0.02776 -0.44 -0.84 0.13 -0.091
C 0.97319 -0.78770 0.05927 -1.64 2.07 -0.48 1.238
C 2.26190 -0.38437 -0.27896 3.49 0.58 0.61 -0.002
O 2.83868 0.70703 0.02237 -1.81 -1.75 -0.78 0.330
H -0.17094 0.94398 -0.60457 0.31 -0.59 0.19 0.047
H 2.89294 -1.14870 -0.79731 -0.27 0.33 0.18 0.014
Ag -3.27644 1.53792 -0.85445 -1.21 2.26 -2.35 0.000
H -1.42549 -0.95390 1.47022 -0.05 -0.17 -0.68 0.008
```
Forces are in eV/Å.

Summary:
relative energy (zero: lowest compared OMol25 entry of this formula, charge and spin): 0.00 kcal per mole
<S²>: 2.0501
orbital gap (spin up / spin down): 5.0 / 7.4 eV
energy: -451.4376 Ha
multiplicity: 3
HOMO energy (spin up / spin down): -6.8 / -9.2 eV


Copy entry 3 word for word.
Molecular formula: C5H7AlF3O6S
Method: DFT, the ωB97M-V functional and the def2-TZVPD basis

The geometry in XYZ format:
```
23
Properties=species:S:1:pos:R:3:forces:R:3:mulliken_charge:R:1
Al -1.31057 -1.20113 -1.69790 -0.61 -0.12 0.30 1.193
C -2.88242 -1.86793 3.37593 0.47 -0.07 0.10 0.665
F -2.19506 -2.99094 3.20747 -0.16 0.02 -0.51 -0.201
F -3.73948 -2.05701 4.35514 -0.22 0.33 -0.03 -0.183
F -2.02344 -0.90519 3.68470 -0.32 0.16 -0.23 -0.192
S -3.86607 -1.44584 1.81104 -0.12 0.87 0.66 1.094
O -4.86805 -2.48145 1.80418 -0.03 -0.54 -0.58 -0.422
O -4.45875 -0.13168 1.95561 0.69 -0.46 -0.09 -0.456
O -2.93342 -1.55956 0.67326 0.13 -0.41 -0.15 -0.490
O -3.81643 -2.06202 -2.41590 0.63 0.35 1.15 -0.330
H -4.53429 -2.26845 -3.04381 0.36 0.06 -0.40 0.298
O 1.37384 -0.42190 -1.06785 -0.69 -0.61 -0.08 -0.649
C 2.23144 0.43558 -0.99546 0.01 1.13 -0.60 0.502
O 2.59104 0.97324 0.14661 -0.16 -0.02 0.41 -0.331
C 3.49759 2.10929 -0.01493 0.49 -1.14 -0.62 -0.379
C 3.48328 2.42069 -1.52323 -1.59 0.24 0.07 -0.523
C 2.90993 1.14673 -2.16986 0.27 -0.66 1.15 -0.341
H 4.47312 1.73084 0.28469 0.03 0.29 0.31 0.266
H 3.11881 2.87817 0.64785 0.18 0.14 -0.09 0.307
H 4.42025 2.77760 -1.93540 0.06 -0.10 0.10 0.373
H 2.70768 3.17658 -1.66230 0.33 0.33 -0.17 0.242
H 3.70250 0.48150 -2.51519 -0.14 -0.04 -0.34 0.278
H 2.11850 1.26288 -2.90468 0.40 0.24 -0.37 0.281
```
Forces are in eV/Å.

Summary:
relative energy (zero: lowest compared OMol25 entry of this formula, charge and spin): 11.81 kcal per mole
orbital gap: 3.6 eV
energy: -1585.8532 Ha
total charge: +1
HOMO energy: -13.9 eV


Question: Look up the energy of the second one.
Answer: -865.7406 Ha


Copy entry 3 word for word.
Molecular formula: C5H7AlF3O6S
Method: DFT, the ωB97M-V functional and the def2-TZVPD basis

The geometry in XYZ format:
```
23
Properties=species:S:1:pos:R:3:forces:R:3:mulliken_charge:R:1
Al -1.31057 -1.20113 -1.69790 -0.61 -0.12 0.30 1.193
C -2.88242 -1.86793 3.37593 0.47 -0.07 0.10 0.665
F -2.19506 -2.99094 3.20747 -0.16 0.02 -0.51 -0.201
F -3.73948 -2.05701 4.35514 -0.22 0.33 -0.03 -0.183
F -2.02344 -0.90519 3.68470 -0.32 0.16 -0.23 -0.192
S -3.86607 -1.44584 1.81104 -0.12 0.87 0.66 1.094
O -4.86805 -2.48145 1.80418 -0.03 -0.54 -0.58 -0.422
O -4.45875 -0.13168 1.95561 0.69 -0.46 -0.09 -0.456
O -2.93342 -1.55956 0.67326 0.13 -0.41 -0.15 -0.490
O -3.81643 -2.06202 -2.41590 0.63 0.35 1.15 -0.330
H -4.53429 -2.26845 -3.04381 0.36 0.06 -0.40 0.298
O 1.37384 -0.42190 -1.06785 -0.69 -0.61 -0.08 -0.649
C 2.23144 0.43558 -0.99546 0.01 1.13 -0.60 0.502
O 2.59104 0.97324 0.14661 -0.16 -0.02 0.41 -0.331
C 3.49759 2.10929 -0.01493 0.49 -1.14 -0.62 -0.379
C 3.48328 2.42069 -1.52323 -1.59 0.24 0.07 -0.523
C 2.90993 1.14673 -2.16986 0.27 -0.66 1.15 -0.341
H 4.47312 1.73084 0.28469 0.03 0.29 0.31 0.266
H 3.11881 2.87817 0.64785 0.18 0.14 -0.09 0.307
H 4.42025 2.77760 -1.93540 0.06 -0.10 0.10 0.373
H 2.70768 3.17658 -1.66230 0.33 0.33 -0.17 0.242
H 3.70250 0.48150 -2.51519 -0.14 -0.04 -0.34 0.278
H 2.11850 1.26288 -2.90468 0.40 0.24 -0.37 0.281
```
Forces are in eV/Å.

Summary:
relative energy (zero: lowest compared OMol25 entry of this formula, charge and spin): 11.81 kcal per mole
orbital gap: 3.6 eV
energy: -1585.8532 Ha
total charge: +1
HOMO energy: -13.9 eV


Please write out number 1 again, unchanged.
Molecular formula: C4H11N3O2
Method: DFT, the ωB97M-V functional and the def2-TZVPD basis

The geometry in XYZ format:
```
20
Properties=species:S:1:pos:R:3:forces:R:3:mulliken_charge:R:1
C 2.86432 -1.33797 -0.18695 -0.04 -0.97 0.36 -0.649
O 2.89491 0.05638 0.02137 -0.40 0.34 -0.07 -0.358
C 1.69317 0.49485 0.54374 0.28 1.13 -0.11 -0.124
O 0.66187 0.40237 -0.45463 0.74 0.29 0.83 -0.301
N -0.47992 0.82652 0.27653 -0.99 -1.52 -0.08 -0.005
C -0.91823 2.10072 -0.24859 -0.71 -0.31 0.62 -0.911
C -1.35314 -0.29762 0.15201 -0.38 -0.41 -0.20 -0.051
N -2.62012 -0.16011 0.12877 1.13 0.25 0.03 -0.127
N -3.42257 -1.29006 0.09622 0.08 -0.27 -0.17 -0.594
H 2.02041 -1.67670 -0.77749 -0.27 0.32 -0.42 0.268
H 3.76538 -1.62754 -0.72282 0.10 0.07 0.25 0.283
H 2.74819 -1.91440 0.75886 0.47 0.48 -0.22 0.278
H 1.45058 -0.05006 1.44755 -0.48 -0.66 0.10 0.311
H 1.69769 1.56155 0.86099 0.74 -0.52 -0.40 0.272
H -0.11115 2.76405 -0.11773 0.93 1.03 0.44 0.327
H -1.03899 2.02043 -1.29932 -0.69 -0.03 -1.15 0.349
H -1.81446 2.48808 0.27091 0.48 -0.49 -0.33 0.316
H -0.74749 -1.26647 0.03684 -1.14 1.24 0.33 0.219
H -4.29815 -1.04863 -0.35302 0.14 0.07 0.13 0.259
H -2.99232 -2.04541 -0.43327 -0.01 -0.04 0.08 0.239
```
Forces are in eV/Å.

Summary:
relative energy (zero: lowest compared OMol25 entry of this formula, charge and spin): 115.40 kcal per mole
orbital gap: 9.3 eV
energy: -473.6189 Ha
structure (SMILES): COCON(C)/C=N/N
HOMO energy: -8.4 eV